75
Properties=species:S:1:pos:R:3 method="wB97M-V/def2-TZVPD" e_above_lowest_kcal_mol=64.1 mol_weight_g_mol=731.52 total_energy_ev=-67487.010 multiplicity=5 total_charge=+2 lumo_ev="-5.26 / -10.04"
Os 1.334 -0.919 -0.657
Cl -2.156 -3.934 -0.942
Si 3.574 -4.977 -1.297
Si -0.511 -5.272 -0.824
N -0.138 -1.532 0.972
N -0.663 -0.994 -1.700
C 0.216 -3.694 -3.148
C 1.278 1.031 -0.067
C -1.832 -0.166 -1.273
C 2.619 -6.230 -3.704
C 2.676 0.194 -1.707
C 4.931 -7.671 -4.244
C 1.722 -8.280 0.322
C 2.341 0.340 0.583
C -1.909 0.094 0.221
C 0.112 -5.764 3.233
C 2.120 -7.244 -0.516
C 3.396 -7.594 1.940
C 1.482 0.951 -1.478
C -1.587 -1.116 1.061
C 4.859 -6.875 -3.090
C -0.381 -5.775 1.926
C 3.877 -7.655 -5.161
C 2.105 -3.777 -1.621
C 3.203 -0.193 -0.431
C 1.313 -4.208 1.322
C 2.924 -3.184 -2.693
C 2.361 -8.458 1.552
C 3.758 -6.527 1.121
C 1.230 -4.996 3.583
C 3.122 -6.361 -0.108
C 2.324 -2.707 -3.828
C 0.719 -4.287 -1.984
C 1.817 -4.182 2.625
C 2.703 -6.961 -4.892
C 3.724 -6.076 -2.856
C 0.237 -5.016 0.919
C 0.951 -2.863 -4.004
H -0.077 -2.555 0.950
H -0.436 -0.774 -2.677
H 1.870 -3.590 0.622
H -2.182 -1.986 0.752
H 2.975 -2.248 -4.574
H 1.832 -6.998 -5.564
H 0.890 -8.924 0.017
H -0.796 -3.940 -3.485
H -1.274 0.941 0.517
H 1.640 -5.014 4.591
H -1.780 -0.928 2.129
H 4.520 -5.817 1.445
H 2.672 -3.537 2.837
H 3.097 -0.037 -2.673
H -1.262 -6.363 1.667
H 4.112 -0.762 -0.264
H 2.505 0.286 1.653
H -1.203 -6.501 -0.974
H -1.765 0.797 -1.788
H -0.935 -1.979 -1.695
H 1.651 -5.799 -3.419
H 4.872 -4.432 -0.885
H 0.872 1.431 -2.243
H 0.518 1.635 0.421
H -2.739 -0.676 -1.618
H 5.661 -6.904 -2.347
H -0.392 -6.365 4.000
H 0.489 -2.370 -4.859
H 4.030 -3.171 -2.621
H 0.317 -1.288 1.853
H 5.797 -8.321 -4.405
H 2.015 -9.250 2.236
H 1.616 -7.124 -1.481
H 3.955 -8.226 -6.087
H 3.904 -7.753 2.896
H -2.948 0.380 0.456
H 1.850 -2.888 -0.874

---

75
Properties=species:S:1:pos:R:3 method="wB97M-V/def2-TZVPD" e_above_lowest_kcal_mol=0.0 mol_weight_g_mol=748.49 total_energy_ev=-70273.010 total_charge=+2 lumo_ev="-10.46 / -10.45"
Pb 0.861 0.069 2.757
Cl -0.390 2.183 1.871
Si -0.546 0.706 -1.177
Si -1.191 -0.311 -3.184
N -0.602 0.628 4.723
N 2.056 2.041 3.769
C 3.606 -1.589 2.770
C -2.985 -0.290 -0.053
C -0.198 1.717 5.656
C 1.207 0.000 -1.138
C 0.327 0.636 -6.874
C 2.293 0.793 -0.738
C 1.451 -1.317 -1.558
C 0.739 1.520 -4.261
C -5.754 0.284 -3.946
C 2.294 2.245 5.220
C -1.586 -0.464 -0.117
C 3.589 0.268 -0.761
C 3.751 -0.888 4.001
C -3.896 -1.176 -3.370
C -3.819 -1.319 0.396
C 1.504 2.046 -5.303
C 1.254 1.566 6.096
C -0.443 0.102 -5.836
C 1.307 1.599 -6.611
C -0.239 0.549 -4.521
C -4.876 1.373 -4.004
C -1.861 -2.645 0.926
C 2.744 -1.837 -1.596
C -5.261 -0.986 -3.617
C -3.509 1.195 -3.772
C 3.818 -1.043 -1.195
C -3.254 -2.511 0.877
C -3.017 -0.085 -3.470
C -1.031 -1.627 0.454
C 2.593 -2.576 2.940
C 2.104 -2.476 4.273
C 2.828 -1.441 4.933
H -5.939 -1.839 -3.563
H 2.328 3.325 5.435
H 0.165 0.292 -7.895
H -0.850 1.671 6.542
H 1.522 0.504 6.209
H -0.374 2.678 5.163
H 1.336 2.021 7.092
H 1.365 -3.122 4.745
H -6.818 0.422 -4.166
H -1.497 0.838 4.272
H -1.184 -0.674 -6.044
H 3.288 1.840 5.446
H 4.503 -0.130 4.221
H 0.052 -1.787 0.477
H 2.262 2.799 -5.080
H -5.248 2.367 -4.250
H 2.767 -1.184 5.991
H 4.430 0.890 -0.449
H 2.902 -2.857 -1.951
H -4.911 -1.208 0.349
H 4.831 -1.446 -1.229
H -0.877 -1.755 -3.322
H 2.120 1.825 -0.424
H -2.824 2.047 -3.806
H 1.928 1.991 -7.417
H -3.507 -2.163 -3.102
H 1.394 2.742 3.407
H 4.211 -1.441 1.876
H 2.298 -3.322 2.201
H -3.902 -3.321 1.227
H 2.915 2.202 3.240
H -0.529 2.133 -0.766
H -0.728 -0.242 5.243
H 0.913 1.853 -3.234
H -1.408 -3.555 1.333
H 0.636 -1.960 -1.894
H -3.436 0.631 -0.436